[1]
Molecular formula: C6H12
Method: DFT, ωB97M-V/def2-TZVPD

```
! wB97M-V def2-TZVPD RIJCOSX def2/J DEFGRID3
* xyz 0 1
C 0.17 1.30 -0.30
C 0.65 0.53 -1.57
C -0.45 0.30 0.60
C 0.35 -0.37 1.47
C -0.53 -0.19 -2.29
C -0.06 -1.12 2.69
H -0.95 -1.74 2.60
H 1.01 1.84 0.16
H -0.48 2.09 -0.66
H 0.67 -1.89 2.96
H 1.02 1.28 -2.28
H -0.36 -0.44 3.49
H -1.55 0.16 -2.12
H -0.30 -0.22 -3.36
H 1.39 -0.08 1.39
H -1.50 0.06 0.59
H -0.41 -1.24 -2.05
H 1.34 -0.26 -1.32
*
```

HOMO   -8.86 eV
Max |F|   2.15 eV/A
E_tot   -6415.4231 eV
SMILES   C/C=C/CCC
LUMO level   1.24 eV

---

[2]
Molecular formula: C23H26NaO5
Method: DFT, ωB97M-V/def2-TZVPD

```
! wB97M-V def2-TZVPD RIJCOSX def2/J DEFGRID3
* xyz 1 1
Na -2.38 -3.99 -0.03
O 1.06 1.17 -2.25
O 2.19 -4.47 -1.24
O -0.88 4.67 0.48
O -4.67 -0.11 2.01
O 0.87 -2.74 -1.75
C -4.58 0.98 1.11
C -2.66 0.05 -0.28
C -3.95 0.11 3.20
C -0.06 -4.64 -0.51
C 1.13 -3.93 -1.15
C -1.37 0.14 -0.83
C 1.09 3.36 0.44
C -1.19 2.35 0.16
C 5.38 2.80 -1.24
C -4.14 -2.12 -0.49
C -2.46 2.25 0.69
C 3.10 2.06 -0.38
C -0.66 1.32 -0.60
C 0.72 1.57 -1.16
C -0.78 -0.99 -1.64
C 3.87 3.11 -1.20
C -3.48 -1.11 -0.49
C 0.36 -5.88 0.27
C -3.20 1.10 0.48
C 0.43 -1.63 -0.96
C 1.63 2.39 -0.30
C 3.69 1.95 1.06
C -0.37 3.59 0.38
H 3.21 1.08 -0.84
H -0.49 -6.37 0.74
H 3.72 4.07 -0.69
H 5.52 1.71 -1.19
H 0.20 -1.91 0.07
H -4.79 1.91 1.66
H 1.28 -0.95 -0.92
H -0.60 -3.98 0.17
H 1.71 3.98 1.08
H -0.74 -4.95 -1.32
H 4.53 1.28 1.09
H -4.14 -0.74 3.86
H -2.87 3.06 1.28
H 3.98 2.95 1.41
H -4.27 1.02 3.72
H -4.77 -2.98 -0.52
H 3.49 3.16 -2.22
H 1.07 -5.60 1.05
H -5.34 0.83 0.34
H -1.52 -1.78 -1.78
H 2.91 1.60 1.74
H 0.85 -6.60 -0.38
H -2.87 0.17 3.03
H -0.48 -0.63 -2.62
H 5.83 3.15 -2.16
H 5.89 3.22 -0.38
*
```

HOMO   -12.25 eV
Max |F|   1.43 eV/A
E_tot   -38918.2817 eV
LUMO level   -4.19 eV

---

[3]
Molecular formula: C15H17BrN6OS
Method: DFT, ωB97M-V/def2-TZVPD

```
! wB97M-V def2-TZVPD RIJCOSX def2/J DEFGRID3
* xyz 0 1
Br 4.76 2.39 0.52
S 1.33 1.54 -3.16
O 2.15 -1.50 -0.32
N 0.12 0.45 -1.10
N 2.46 0.67 -0.97
N -4.69 -0.05 -0.39
N 6.14 -1.40 0.82
N -2.46 0.14 0.10
N 4.94 -1.64 0.33
C -5.97 0.15 -0.10
C -4.10 1.14 1.60
C -5.43 1.33 1.88
C 1.26 0.84 -1.67
C 6.26 -0.09 0.94
C 2.86 -0.52 -0.41
C 4.53 -2.99 0.08
C -6.40 0.83 1.02
C -1.10 0.45 -1.89
C 5.10 0.54 0.50
C 4.24 -0.50 0.10
C -3.76 0.42 0.44
C -2.15 -0.41 -1.20
C -0.03 0.13 0.30
C -1.35 0.70 0.83
H 4.26 -3.12 -0.96
H -7.45 0.97 1.22
H -3.08 -0.42 -1.78
H 5.37 -3.63 0.34
H -1.43 0.43 1.89
H 0.79 0.58 0.86
H 0.00 -0.95 0.45
H -1.33 1.79 0.75
H -3.34 1.53 2.26
H -1.47 1.48 -2.00
H 3.67 -3.24 0.70
H -5.72 1.88 2.77
H -6.67 -0.26 -0.82
H -1.78 -1.43 -1.10
H 3.17 1.32 -1.27
H -0.88 0.07 -2.89
H 7.16 0.36 1.32
*
```

HOMO   -8.07 eV
Max |F|   0.81 eV/A
E_tot   -107696.9830 eV
SMILES   Cn1ncc(Br)c1C(=O)NC(=S)N1CCN(c2ccccn2)CC1
LUMO level   0.17 eV

---

[4]
Molecular formula: CH4ClN
Method: DFT, ωB97M-V/def2-TZVPD

```
! wB97M-V def2-TZVPD RIJCOSX def2/J DEFGRID3
* xyz 0 1
Cl 0.27 0.89 1.68
N 0.44 0.42 -0.76
C 0.26 -0.24 0.45
H -1.68 -1.01 0.59
H 0.07 -0.15 -1.56
H 0.10 1.45 -0.80
H 0.56 -1.35 0.40
*
```

HOMO (spin up / spin down)   -7.59 / -8.33 eV
Max |F|   3.79 eV/A
E_tot   -15110.4194 eV
LUMO level (spin up / spin down)   0.11 / 0.38 eV

---

[5]
Molecular formula: C29H31BrN7OS4Sr
Method: DFT, ωB97M-V/def2-TZVPD

```
! wB97M-V def2-TZVPD RIJCOSX def2/J DEFGRID3
* xyz 1 1
Sr -0.02 -0.01 -1.45
Br 1.87 -0.68 8.18
S 0.29 2.57 -5.34
S -1.29 -0.46 -3.93
S -0.10 3.34 -2.08
S 2.52 1.42 -2.83
O 1.62 -0.59 -0.25
N -2.58 0.46 -1.31
N -3.37 -0.02 -2.28
N -0.82 1.12 0.60
N -0.51 -2.26 -0.54
N -3.81 -0.84 -4.38
N 1.25 -5.07 2.94
N 1.52 -5.16 4.13
C 0.46 -2.56 0.35
C -1.56 2.82 2.67
C 2.73 3.21 -2.48
C 1.61 3.79 -1.63
C 2.71 1.26 -4.65
C 2.64 -4.12 6.00
C -2.89 -0.43 -3.49
C -4.53 0.93 0.12
C -2.50 2.35 1.77
C 0.73 -2.09 5.99
C 0.07 1.56 1.47
C 2.71 -3.11 6.93
C 1.76 -2.10 6.92
C 0.69 -3.09 5.03
C 1.65 -4.10 5.01
C -3.06 0.92 -0.21
C 2.51 -1.91 1.48
C 1.55 -1.63 0.48
C -1.52 -3.09 -0.68
C 2.08 2.28 -5.58
C -0.50 4.48 -3.44
C -2.11 1.48 0.75
C -1.65 -4.28 0.04
C -0.24 2.40 2.53
C -0.69 -4.60 0.97
C 1.36 -3.92 2.19
C 2.39 -3.00 2.32
C 0.39 -3.73 1.16
C 0.28 4.30 -4.73
H -0.37 5.49 -3.07
H -0.74 -5.50 1.56
H -0.12 -3.10 4.31
H 2.29 0.28 -4.83
H 1.69 3.41 -0.61
H 2.57 3.24 -5.53
H -4.70 1.13 1.17
H 2.19 1.90 -6.60
H 3.78 1.23 -4.85
H 3.66 3.32 -1.92
H -2.50 -4.92 -0.12
H 3.37 -4.91 5.99
H 3.14 -3.17 3.09
H 3.48 -3.12 7.68
H -4.80 -0.78 -4.23
H -1.85 3.49 3.46
H 1.66 4.88 -1.62
H -3.48 -1.09 -5.30
H -4.99 -0.03 -0.10
H -4.38 -0.05 -2.15
H 0.52 2.73 3.21
H 1.08 1.21 1.30
H 2.83 3.72 -3.43
H -0.18 4.92 -5.50
H -1.56 4.30 -3.62
H -2.28 -2.81 -1.40
H 1.31 4.61 -4.61
H -3.52 2.69 1.85
H 3.34 -1.24 1.58
H -0.01 -1.31 6.01
H -5.04 1.70 -0.47
*
```

HOMO   -8.93 eV
Max |F|   2.97 eV/A
E_tot   -157269.9078 eV
LUMO level   -3.32 eV

---

[6]
Molecular formula: C26H13BrCl5N4O2STi
Method: DFT, ωB97M-V/def2-TZVPD

```
! wB97M-V def2-TZVPD RIJCOSX def2/J DEFGRID3
* xyz -2 2
Br -4.29 -2.35 -9.44
Ti 0.99 0.51 2.12
Cl -1.45 2.91 6.81
Cl -0.29 2.64 0.72
Cl 0.58 0.77 5.52
Cl -2.78 5.02 4.93
Cl -2.27 4.89 1.85
S 3.10 1.92 1.98
O 2.09 -0.62 2.97
O -0.60 -0.51 2.17
N 1.10 -0.10 0.21
N -2.41 -1.63 -2.92
N -1.75 -1.38 -4.04
N 3.28 -0.28 3.48
C -3.52 -2.04 -7.71
C 0.12 1.94 3.22
C 1.65 0.01 -2.11
C -1.60 -1.64 -6.37
C -0.13 -0.58 -0.14
C -3.79 -1.81 -5.35
C 5.72 0.36 4.63
C -2.39 -1.63 -5.19
C -0.59 2.85 2.42
C -2.15 -1.86 -7.60
C 1.96 0.18 -0.77
C -1.47 3.78 2.90
C -1.08 2.90 5.13
C 3.89 0.92 3.13
C -4.34 -2.01 -6.59
C -1.71 3.83 4.28
C 5.05 -0.81 4.98
C -1.84 -1.34 -1.74
C 5.12 1.22 3.69
C -2.63 -1.67 -0.61
C -2.24 -1.43 0.68
C -1.00 -0.84 0.96
C -0.53 -0.80 -1.48
C 3.86 -1.12 4.40
C 0.41 -0.48 -2.48
C -0.19 1.99 4.58
H -4.40 -1.79 -4.46
H -2.89 -1.69 1.51
H -0.53 -1.50 -6.26
H -5.41 -2.16 -6.70
H -3.60 -2.10 -0.81
H 6.68 0.61 5.06
H 3.28 -2.01 4.63
H 0.14 -0.63 -3.51
H -1.52 -1.89 -8.49
H 5.59 2.14 3.39
H 2.38 0.26 -2.86
H 2.94 0.55 -0.45
H 5.47 -1.49 5.71
*
```

HOMO (spin up / spin down)   0.15 / 0.12 eV
Max |F|   3.58 eV/A
E_tot   -203833.6327 eV
LUMO level (spin up / spin down)   3.71 / 3.71 eV

---

[7]
Molecular formula: CHBr2NO2
Method: DFT, ωB97M-V/def2-TZVPD

```
! wB97M-V def2-TZVPD RIJCOSX def2/J DEFGRID3
* xyz 0 1
Br -0.53 1.87 0.87
Br -1.79 -1.07 0.72
O -0.32 0.01 -1.75
O 1.58 -0.46 -0.90
N 0.44 -0.19 -0.85
C -0.12 -0.02 0.61
H 0.73 -0.14 1.32
*
```

HOMO   -10.94 eV
Max |F|   2.68 eV/A
E_tot   -146719.5893 eV
LUMO level   -0.41 eV

---

[8]
Molecular formula: H3OPS
Method: DFT, ωB97M-V/def2-TZVPD

```
! wB97M-V def2-TZVPD RIJCOSX def2/J DEFGRID3
* xyz 0 1
S -1.54 0.12 -0.03
P 0.42 -0.16 -0.74
O 1.00 -1.04 0.50
H -2.07 -0.56 -1.09
H 0.75 -0.71 1.42
H 1.44 2.36 -0.07
*
```

HOMO (spin up / spin down)   -10.10 / -8.14 eV
Max |F|   2.00 eV/A
E_tot   -22217.1839 eV
LUMO level (spin up / spin down)   -0.70 / -0.61 eV